1.
This record from the OMol25 dataset describes a structure of composition CH3O3 in a non-equilibrium geometry. The level of theory is ωB97M-V/def2-TZVPD.

Geometry as XYZ:
```
7
Properties=species:S:1:pos:R:3:nbo_charge:R:1
C 1.20225 0.13043 -0.21722 0.679
O -1.35390 -0.22251 -0.25669 -0.411
O 2.03089 0.72117 0.22783 -0.257
O -0.44976 0.12863 0.71714 -0.360
H 0.69130 -0.61376 -0.97960 0.296
H -1.72476 0.69050 -0.66415 0.518
H -0.39602 -0.83445 1.17270 0.535
```

Calculated values
- Charge: +1
- HOMO level: -0.62954 Eh
- Multiplicity: 1
- DFT total energy: -265.15294 hartree
- Relative energy (zero: lowest compared OMol25 entry of this formula, charge and spin): 15.4 kcal per mole

---

2.
This record from the OMol25 dataset describes the molecule C3H3NS3 in a non-equilibrium geometry. The level of theory is ωB97M-V/def2-TZVPD.

Geometry as XYZ:
```
10
Properties=species:S:1:pos:R:3:nbo_charge:R:1
C 0.91194 -0.26053 -0.05791 0.108
C 0.61158 1.18982 0.03204 -0.630
C -1.48415 -0.38936 -0.01269 -0.141
H 1.04378 1.67292 -0.84048 0.267
H 0.92934 1.65139 0.94470 0.267
H -0.13651 -2.03367 0.03648 0.443
N -0.24771 -1.01274 0.07292 -0.605
S 2.41239 -0.95069 -0.06290 -0.049
S -1.16509 1.32928 -0.06250 0.345
S -2.87555 -1.19641 -0.04967 -0.006
```

Calculated values
- SMILES string: S=C1CSC(=S)N1
- HOMO level: -0.33487 Eh
- Multiplicity: 1
- DFT total energy: -1365.43740 hartree
- Relative energy (zero: lowest compared OMol25 entry of this formula, charge and spin): 0.0 kcal per mole

---

3.
This record from the OMol25 dataset describes a structure of composition C18H15B2F8MnN3O6 in a non-equilibrium geometry. The level of theory is ωB97M-V/def2-TZVPD.

Geometry as XYZ:
```
53
Properties=species:S:1:pos:R:3:nbo_charge:R:1
Mn -1.89917 -0.72682 2.70909 1.691
B -1.21230 -1.88811 0.80806 1.270
F -1.88267 -2.68548 1.77856 -0.541
F -0.30455 -1.18062 1.58084 -0.535
F -0.58458 -2.57161 -0.16655 -0.517
F -2.02279 -0.93349 0.28712 -0.537
B -1.01928 -0.87090 4.94920 1.270
F 0.10622 -0.67421 4.24071 -0.536
F -0.81903 -0.84014 6.29848 -0.520
F -1.74906 0.34611 4.64939 -0.566
F -1.62806 -1.93366 4.41091 -0.524
C -1.03927 2.37681 -3.11074 -0.187
C -1.58689 1.38141 -2.31866 -0.191
C -2.51147 1.64536 -1.34327 -0.220
C -2.70796 3.00304 -1.02004 0.044
C -2.12867 4.07216 -1.76298 -0.214
C -1.28085 3.71152 -2.82215 -0.206
N -3.74652 3.30481 0.12367 0.527
O -4.52385 2.41639 0.41073 -0.355
O -3.82946 4.48768 0.47752 -0.382
H -0.31675 2.18506 -3.89022 0.223
H -1.34442 0.34842 -2.51997 0.228
H -3.05290 0.97472 -0.69252 0.259
H -2.24993 5.08614 -1.41150 0.247
H -0.77804 4.39113 -3.49425 0.225
C 1.32886 -4.36752 -2.14071 -0.159
C 0.99175 -5.60087 -2.61247 -0.217
C 1.86294 -6.63593 -2.64257 -0.168
C 3.23153 -6.37201 -2.36899 0.028
C 3.61964 -5.08909 -1.99373 -0.184
C 2.64440 -4.12313 -1.83246 -0.207
N 4.16918 -7.39522 -2.51074 0.499
O 5.25893 -7.25867 -1.97441 -0.366
O 3.90785 -8.42715 -3.17406 -0.390
H 0.54627 -3.62695 -2.21493 0.228
H -0.07989 -5.71243 -2.68691 0.217
H 1.42406 -7.58210 -2.92281 0.247
H 4.53173 -4.82503 -1.47916 0.250
H 2.83320 -3.12956 -1.45357 0.220
C 2.02467 5.00627 1.30170 -0.148
C 2.20589 3.75700 1.81112 -0.209
C 1.13475 2.91270 1.99277 -0.163
C -0.21848 3.38155 1.88836 0.008
C -0.38977 4.75753 1.46068 -0.147
C 0.74792 5.54143 1.08471 -0.222
N -1.31213 2.50454 2.20680 0.532
O -1.10001 1.26042 2.35578 -0.514
O -2.37422 2.97189 2.55191 -0.289
H 2.91053 5.59207 1.10553 0.220
H 3.22701 3.43046 1.94179 0.225
H 1.62118 1.98393 2.25193 0.263
H -1.37559 5.19690 1.42180 0.256
H 0.74006 6.42325 0.46122 0.235
```

Calculated values
- ⟨S²⟩: 8.752
- HOMO level (alpha / beta): -0.36751 / -0.36751 Eh
- Multiplicity: 6
- DFT total energy: -3310.37481 hartree
- Relative energy (zero: lowest compared OMol25 entry of this formula, charge and spin): 51.1 kcal per mole

---

4.
This record from the OMol25 dataset describes a cluster of 2 separate species, C3H3BrO2 in total in a non-equilibrium geometry. The level of theory is ωB97M-V/def2-TZVPD.

Geometry as XYZ:
```
9
Properties=species:S:1:pos:R:3:nbo_charge:R:1
C -2.13208 -1.20501 -0.57241 0.466
C 0.94720 0.47733 -0.97722 -0.307
C -0.15420 1.23652 -1.48455 0.286
O -2.90064 -1.78509 -1.18095 -0.426
O 0.69394 1.90182 -0.81561 -0.401
Br -2.64225 0.65156 0.24573 -0.171
H -1.10441 -1.35570 -0.43915 0.151
H 0.73925 -0.13371 -0.08694 0.189
H 1.84359 0.24228 -1.59857 0.212
```

Calculated values
- HOMO level: -0.35104 Eh
- Multiplicity: 1
- DFT total energy: -2840.44653 hartree
- Relative energy (zero: lowest compared OMol25 entry of this formula, charge and spin): 87.1 kcal per mole

---

5.
This record from the OMol25 dataset describes a structure of composition C32H22MgN6O5 in a non-equilibrium geometry. The level of theory is ωB97M-V/def2-TZVPD.

Geometry as XYZ:
```
66
Properties=species:S:1:pos:R:3:nbo_charge:R:1
Mg 0.45035 -0.34786 0.51581 1.747
O -2.47215 -3.45366 0.05941 -0.720
C -1.94915 -2.32396 0.13851 0.608
N -0.81605 -1.94396 0.69401 -0.797
C -0.05775 -2.81726 1.44781 0.216
C -0.06225 -4.20386 1.31821 -0.261
C 0.72335 -5.00776 2.12741 -0.260
C 1.52225 -4.43236 3.10051 -0.256
C 1.54285 -3.05866 3.25181 -0.257
C 0.78135 -2.23106 2.42831 0.122
N 0.85745 -0.87186 2.41701 -0.754
C 1.56625 -0.14626 3.25171 0.603
O 2.05045 -0.41296 4.36961 -0.725
C 1.78155 1.22934 2.68991 0.163
C 2.24175 2.26984 3.50381 -0.231
C 2.55325 3.48324 2.92831 -0.192
C 2.38355 3.63034 1.55761 -0.266
C 1.90065 2.54834 0.83521 0.053
N 1.62635 1.38364 1.38271 -0.466
C -2.81435 -1.20006 -0.37919 0.158
C -3.55275 -1.36276 -1.55519 -0.218
C -4.52325 -0.43586 -1.87539 -0.200
C -4.72575 0.63954 -1.02109 -0.281
C -3.93275 0.72314 0.11291 0.026
N -3.01865 -0.17206 0.43351 -0.396
H -0.69795 -4.65566 0.57451 0.233
H 0.70085 -6.08766 2.00501 0.179
H 2.13985 -5.05846 3.73591 0.178
H 2.17305 -2.59606 3.99581 0.232
H 2.36345 2.07744 4.56081 0.233
H 2.92885 4.30864 3.52411 0.195
H 2.64745 4.55404 1.06091 0.201
H 1.73045 2.62644 -0.23319 0.199
H -3.36575 -2.21966 -2.18349 0.220
H -5.13145 -0.54416 -2.76649 0.193
H -5.48835 1.37844 -1.23169 0.199
H -4.04255 1.55054 0.80651 0.185
O -1.65225 3.37214 1.09321 -0.703
C -1.96455 3.66964 -0.17139 0.341
C -2.56885 4.89814 -0.43669 -0.298
C -2.95175 5.23894 -1.71809 -0.206
C -2.70355 4.36474 -2.76569 -0.290
C -2.06365 3.16144 -2.52429 -0.161
C -1.68685 2.79154 -1.23809 -0.131
C -0.92325 1.55524 -0.94989 0.552
O -0.72815 1.22374 0.26631 -0.834
N -0.40875 0.94584 -1.98739 -0.467
N 0.46235 -0.02126 -1.59229 -0.413
C 1.10685 -0.63366 -2.51579 0.125
C 2.16505 -1.55986 -2.26809 -0.250
C 2.83575 -2.16086 -3.33589 -0.156
C 3.89725 -3.01626 -3.13509 -0.337
C 4.28595 -3.31966 -1.83069 -0.216
C 3.65105 -2.75136 -0.75859 -0.263
C 2.58545 -1.81976 -0.91899 0.429
O 2.06995 -1.23976 0.07431 -0.830
H -1.24785 2.42674 1.03541 0.520
H -2.72995 5.56554 0.39691 0.204
H -3.44985 6.18484 -1.89609 0.190
H -3.00545 4.63034 -3.77059 0.191
H -1.83485 2.48124 -3.33069 0.232
H 0.87485 -0.40116 -3.56739 0.149
H 2.51275 -1.93456 -4.34779 0.184
H 4.42105 -3.45486 -3.97479 0.183
H 5.09865 -4.01896 -1.66749 0.185
H 3.93795 -2.99706 0.25361 0.206
```

Calculated values
- Charge: -2
- HOMO level: -0.04781 Eh
- Multiplicity: 1
- DFT total energy: -2137.73376 hartree
- Relative energy (zero: lowest compared OMol25 entry of this formula, charge and spin): 8.1 kcal per mole

---

6.
This record from the OMol25 dataset describes the molecule C3H7N5O in a non-equilibrium geometry. The level of theory is ωB97M-V/def2-TZVPD.

Geometry as XYZ:
```
16
Properties=species:S:1:pos:R:3:nbo_charge:R:1
C -0.90094 0.36959 0.02892 0.598
C 1.71921 0.06936 -0.28910 0.399
C 1.00216 -0.74461 0.72890 -0.167
H -2.52020 -1.62525 -0.52324 0.345
H -3.73762 -0.28099 0.24101 0.377
H -0.78593 2.21098 -0.01503 0.410
H 1.74433 1.83513 -0.57435 0.413
H 3.13077 -1.29812 -0.20299 0.346
H 1.07260 -1.91032 0.67503 0.247
H 0.91686 -0.10039 1.66878 0.233
N -2.98088 -0.59041 -0.65663 -0.665
N -2.08776 0.49275 -0.12570 -0.400
N -0.18681 1.54409 0.29051 -0.443
N 1.00780 1.14839 -0.46742 -0.471
N 2.92849 -0.38286 -0.69466 -0.726
O -0.32207 -0.73734 -0.08404 -0.495
```

Calculated values
- SMILES string: [H]/N=C1\CO/C(=N\N)NN1
- HOMO level: -0.31240 Eh
- Multiplicity: 1
- DFT total energy: -467.29189 hartree
- Relative energy (zero: lowest compared OMol25 entry of this formula, charge and spin): 161.1 kcal per mole

---

What is the relative energy (zero: lowest compared OMol25 entry of this formula, charge and spin) in the third record? 51.1 kcal per mole